Entry 1:
Density functional theory data (ωB97M-V/def2-TZVPD) for the molecule C10H11N3O in a non-equilibrium geometry.

The geometry in ORCA input format:
```
! RIJCOSX wB97M-V def2-TZVPD def2/J DEFGRID3
* xyz 0 1
C -3.2686 -1.0867 -0.2215
C -2.2299 -1.1393 -1.1858
C -3.0539 -0.4830 0.9762
C -1.0169 -0.6215 -0.8446
C -1.8647 0.1001 1.2514
C 3.1006 -0.3971 -1.6579
C 3.3591 -1.1477 -0.4903
C -0.8107 0.0714 0.3128
C 0.5437 2.2013 0.3577
C 0.4719 0.7713 0.6518
N 2.0385 0.3368 -1.3883
N 2.4434 -0.8137 0.4436
N 1.6302 0.0113 -0.1617
O 0.7518 0.5886 2.0116
H -4.2988 -1.4159 -0.4026
H -2.2527 -1.6993 -2.1591
H -3.8375 -0.3859 1.7331
H -0.1153 -0.7380 -1.5632
H -1.8362 0.5999 2.2639
H 3.5732 -0.4208 -2.6271
H 4.2005 -1.7818 -0.1762
H 0.8841 2.4277 -0.7332
H 1.2579 2.8208 0.7752
H -0.5209 2.5287 0.5525
H 0.8510 -0.3273 2.2817
*
```

Output
Molecular weight ... 189.22 u
HOMO ... -0.346 Ha
Frontier orbital gap ... 10.335 eV
Strongest force on any atom ... 0.088 hartree/bohr
Electronic energy ... -627.10213 a.u.
Energy relative to the best compared isomer or geometry (same formula, charge and spin) ... 194.1 kJ/mol
E_LUMO ... 0.912 eV

---

Entry 2:
Density functional theory data (ωB97M-V/def2-TZVPD) for a cluster of 6 separate species, C18H43ClI2N4O5PS6 in total.

The geometry in ORCA input format:
```
! RIJCOSX wB97M-V def2-TZVPD def2/J DEFGRID3
* xyz 1 1
C 5.3444 -3.6152 -1.1512
C 3.9994 -4.2166 -0.9872
I 3.6764 -5.1058 0.8845
C 3.0039 -4.2119 -1.8652
I 3.1591 -3.3233 -3.7359
C 1.6643 -4.7375 -1.6187
N 1.1186 -5.8364 -2.1183
C -0.1234 -5.8645 -1.6409
N -0.9901 -6.8561 -1.9478
P -2.5878 -7.1298 -1.4303
S -2.8186 -7.8780 0.3244
N -0.3649 -4.8258 -0.8346
C -1.5209 -4.3604 -0.1019
C -2.3037 -3.2379 -0.8187
C -1.8974 -1.8577 -0.2855
Cl -2.0325 -3.3177 -2.5921
N 0.7907 -4.1043 -0.8460
H 5.5904 -3.4994 -2.2054
H 6.1070 -4.2251 -0.6736
H 5.3419 -2.6235 -0.6933
H -0.5844 -7.5586 -2.5516
H -3.0015 -7.9377 -2.4854
H -3.2100 -5.9013 -1.6553
H -1.1281 -3.9318 0.8196
H -2.1389 -5.2020 0.2006
H -3.3605 -3.4065 -0.6635
H -1.0276 -1.9344 0.3662
H -1.6026 -1.1902 -1.0914
H -2.6853 -1.3780 0.2864
H 0.9014 -3.2375 -0.3378
C 2.3062 1.2000 -0.2738
S 2.5051 -0.2940 -1.2263
O 3.6763 -1.0405 -0.6677
C 3.0536 0.5363 -2.7166
H 1.9916 0.9248 0.7307
H 3.2553 1.7326 -0.2400
H 1.5428 1.8190 -0.7393
H 3.9432 1.1210 -2.4880
H 2.2580 1.1890 -3.0737
H 3.2817 -0.2235 -3.4594
C 1.6471 6.3679 -1.4076
S 2.9988 5.2028 -1.4654
O 2.4620 3.9104 -1.9865
C 3.1563 5.0210 0.3128
H 1.3656 6.5982 -2.4333
H 0.8027 5.9171 -0.8833
H 1.9998 7.2658 -0.8937
H 2.2103 4.6658 0.7231
H 3.4268 5.9853 0.7430
H 3.9433 4.2946 0.5053
C -3.3634 1.3944 1.1099
S -1.7770 2.0736 0.6115
O -0.8132 0.9381 0.5741
C -1.4884 2.9784 2.1341
H -3.7176 0.7558 0.3037
H -3.2379 0.8141 2.0244
H -4.0706 2.2085 1.2640
H -1.4907 2.2861 2.9758
H -2.2640 3.7342 2.2517
H -0.5159 3.4593 2.0520
C -6.2582 -5.6572 2.2919
S -4.9358 -4.4526 2.2443
O -4.3480 -4.5423 0.8713
C -3.8120 -5.3383 3.3242
H -7.0456 -5.3065 1.6288
H -5.8783 -6.6185 1.9472
H -6.6395 -5.7297 3.3099
H -3.6105 -6.3229 2.9022
H -4.2575 -5.4227 4.3148
H -2.8909 -4.7624 3.3887
C 0.1358 9.8809 0.6792
S 1.8040 10.3046 0.1701
O 2.5833 9.0329 0.1718
C 2.2562 11.1757 1.6695
H -0.3076 9.2838 -0.1150
H 0.1763 9.3053 1.6037
H -0.4421 10.7944 0.8161
H 2.1470 10.5070 2.5227
H 1.6217 12.0547 1.7795
H 3.2944 11.4829 1.5674
*
```

Output
Molecular weight ... 908.20 u
HOMO ... -0.382 Ha
Frontier orbital gap ... 8.051 eV
Strongest force on any atom ... 0.017 hartree/bohr
Electronic energy ... -5092.58525 a.u.
E_LUMO ... -2.347 eV

---

Entry 3:
Density functional theory data (ωB97M-V/def2-TZVPD) for the molecule C4H7N3 in a non-equilibrium geometry.

The geometry in ORCA input format:
```
! RIJCOSX wB97M-V def2-TZVPD def2/J DEFGRID3
* xyz 0 1
C 0.9160 -1.6594 -0.5373
C -1.3469 -0.7039 -0.2587
C -1.6986 0.5688 -0.0445
C 0.3999 0.5326 0.1088
H 1.8639 -0.8745 -0.7117
H 0.7912 -2.2720 -1.4803
H 1.0116 -2.3462 0.3765
H -1.9920 -1.7357 -0.0855
H -2.6461 1.2044 0.3514
H 2.0373 0.5495 1.4988
H 1.9025 1.8674 0.7619
N -0.0139 -0.7437 -0.1039
N -0.5830 1.3965 0.0739
N 1.6553 0.9441 0.5555
*
```

Output
Molecular weight ... 97.12 u
HOMO ... -0.299 Ha
Frontier orbital gap ... 9.003 eV
Strongest force on any atom ... 0.111 hartree/bohr
Electronic energy ... -320.79188 a.u.
Energy relative to the best compared isomer or geometry (same formula, charge and spin) ... 240.0 kJ/mol
E_LUMO ... 0.869 eV

---

Entry 4:
Density functional theory data (ωB97M-V/def2-TZVPD) for a structure of composition C30H25F3N6NaO3.

The geometry in ORCA input format:
```
! RIJCOSX wB97M-V def2-TZVPD def2/J DEFGRID3
* xyz -1 1
Na 0.4145 0.3761 -0.4410
O 3.6965 2.5123 1.2961
C 2.8239 1.9364 0.6127
N 1.5752 1.6666 0.9034
C 1.1772 2.0563 2.2275
C -0.1497 1.4363 2.6208
C -0.9181 2.0428 3.6148
C -2.1224 1.4815 3.9840
C -2.5306 0.3124 3.3600
C -1.7088 -0.2251 2.3885
N -0.5471 0.3159 2.0142
C 3.2501 1.4997 -0.7924
C 4.2728 2.2131 -1.4159
C 4.6638 1.8562 -2.6888
C 4.0368 0.7818 -3.3045
C 3.0422 0.1248 -2.6053
N 2.6458 0.4629 -1.3798
H 1.0799 3.1484 2.3275
H 1.9288 1.7786 2.9830
H -0.5675 2.9638 4.0629
H -2.7427 1.9537 4.7364
H -3.4740 -0.1616 3.5925
H -2.0002 -1.1249 1.8607
H 4.7286 3.0227 -0.8652
H 5.4450 2.4058 -3.2002
H 4.3041 0.4613 -4.3026
H 2.5301 -0.7169 -3.0572
C -2.6261 3.2693 0.3735
C -4.0240 2.8798 0.4313
C -4.3370 1.6137 0.0571
C -3.3815 0.7333 -0.5108
N -2.1894 1.3860 -1.0022
C -1.7276 2.5280 -0.2774
C -3.3895 -0.6618 -0.4107
C -4.5496 -1.3685 0.0555
C -4.5328 -2.7243 0.1646
C -3.3734 -3.4419 -0.1824
C -2.3060 -2.6955 -0.6314
N -2.2720 -1.3697 -0.7604
H -2.2729 4.1440 0.9041
H -4.7569 3.5238 0.8942
H -5.3321 1.2353 0.2623
H -0.6743 2.7539 -0.3434
H -5.4420 -0.8206 0.3193
H -5.4167 -3.2449 0.5154
H -3.3109 -4.5177 -0.1167
H -1.3959 -3.2136 -0.9163
F 1.2305 -7.0508 -0.3959
C 2.0322 -6.2533 0.3336
F 1.9575 -6.6860 1.6007
F 3.2889 -6.5035 -0.0836
C 1.6711 -4.7912 0.1841
C 1.5449 -4.2546 -1.0892
C 1.2330 -2.9097 -1.1963
N 1.0584 -2.1203 -0.1408
C 1.1804 -2.6409 1.0697
C 1.4850 -3.9824 1.2885
H 1.6739 -4.8619 -1.9746
H 1.1066 -2.4523 -2.1692
H 1.0162 -1.9602 1.8958
H 1.5683 -4.3676 2.2936
C -1.5932 -0.5168 -3.8954
O -2.2904 0.2538 -2.9356
C -1.5393 1.0121 -2.1214
O -0.3745 1.3242 -2.3746
H -2.2026 -0.5298 -4.7972
H -1.4900 -1.5340 -3.5119
H -0.6161 -0.0871 -4.1105
*
```

Output
Molecular weight ... 597.55 u
HOMO ... -0.100 Ha
Frontier orbital gap ... 4.756 eV
Strongest force on any atom ... 0.015 hartree/bohr
Electronic energy ... -2174.50273 a.u.
Energy relative to the best compared isomer or geometry (same formula, charge and spin) ... 0.0 kJ/mol
E_LUMO ... 2.046 eV

---

The lowest frontier orbital gap belongs to which entry? C30H25F3N6NaO3